39
Properties=species:S:1:pos:R:3 method="wB97M-V/def2-TZVPD" charge=+2 e_lumo_ev="-10.086 / -10.089"
Bi -3.177 0.673 0.892
O -0.470 -0.323 2.702
C -1.741 -3.017 -0.277
C -0.844 -2.096 -1.011
C -0.059 0.675 -3.387
C 0.170 4.009 -1.190
C 0.205 2.802 -0.240
C -0.079 -0.423 -2.400
C 1.031 -1.032 -1.769
C -1.248 -1.114 -1.951
C 2.441 -0.692 -2.038
C 1.385 -2.922 -0.048
C -1.092 -0.138 1.758
C -2.655 -0.811 -2.335
C 0.556 -2.040 -0.902
C 1.636 2.309 0.078
H 0.671 3.794 -2.150
H 2.435 -2.617 -0.074
H 1.331 -3.967 -0.380
H 1.807 2.035 1.057
H -3.101 -1.643 -2.924
H -0.279 3.059 0.699
H -0.392 2.015 -0.682
H -1.288 -3.327 0.687
H 1.046 -2.891 0.997
H 1.919 1.427 -0.551
H -3.327 -0.664 -1.453
H 2.590 0.379 -2.208
H -2.711 0.110 -2.937
H 3.081 -1.000 -1.200
H -1.918 -3.935 -0.859
H -0.883 4.267 -1.405
H 0.250 0.309 -4.371
H 0.625 4.889 -0.731
H 2.816 -1.215 -2.932
H 0.660 1.445 -3.088
H -2.710 -2.568 -0.057
H -1.036 1.138 -3.493
H 2.355 3.099 -0.175